No. 1
This record from OMol25 describes 9 unconnected molecules or ions with the total composition C45H65N9O2P. The level of theory is ωB97M-V/def2-TZVPD.

The geometry in ORCA input format:
```
! wB97M-V def2-TZVPD RIJCOSX def2/J DEFGRID3
* xyz -1 1
C -2.639 -1.149 1.154
C -1.325 -0.657 0.602
C -1.029 -1.014 -0.836
C -0.409 0.066 1.324
C -0.001 1.479 0.975
C 1.167 1.980 1.833
C 2.592 1.618 1.337
C 2.638 0.684 0.125
C 3.488 1.070 2.474
C 4.942 1.593 2.401
P 6.225 0.263 2.510
C 6.623 0.726 4.392
C 7.535 -0.254 5.046
N 8.297 -1.039 4.397
C 5.948 -0.223 0.685
O 6.440 0.597 -0.135
O 5.334 -1.264 0.406
H -2.748 -2.240 1.100
H -2.712 -0.821 2.189
H -3.407 -0.661 0.550
H -1.908 -0.799 -1.465
H -0.813 -2.082 -0.885
H -0.199 -0.417 -1.210
H 0.106 -0.382 2.177
H -0.873 2.094 1.219
H 0.176 1.621 -0.096
H 0.994 1.646 2.858
H 1.091 3.071 1.857
H 3.065 2.550 1.017
H 3.666 0.404 -0.103
H 2.259 1.208 -0.758
H 2.067 -0.230 0.288
H 3.061 1.443 3.410
H 3.428 -0.019 2.529
H 5.101 2.281 3.232
H 5.124 2.149 1.483
H 7.551 0.653 2.190
H 5.981 -1.078 2.945
H 7.188 1.666 4.340
H 5.725 0.864 5.001
H 7.528 -0.284 6.147
H 8.827 -1.612 5.052
N -2.942 -4.377 -2.350
C -3.537 -5.304 -1.537
C -2.798 -6.456 -1.603
C -1.713 -6.212 -2.488
C -1.828 -4.921 -2.928
H -3.269 -3.440 -2.495
H -4.430 -5.062 -0.984
H -3.010 -7.371 -1.075
H -0.936 -6.903 -2.766
H -1.215 -4.344 -3.598
N 7.426 2.123 -4.930
C 8.752 2.019 -4.605
C 8.840 1.345 -3.414
C 7.518 1.021 -2.999
C 6.670 1.507 -3.954
H 7.064 2.577 -5.747
H 9.513 2.435 -5.244
H 9.752 1.111 -2.890
H 7.217 0.494 -2.101
H 5.596 1.475 -4.024
N -5.905 1.724 1.975
C -5.235 1.950 0.805
C -6.162 2.043 -0.198
C -7.444 1.870 0.393
C -7.251 1.676 1.735
H -5.473 1.609 2.873
H -4.161 2.024 0.788
H -5.947 2.217 -1.239
H -8.397 1.885 -0.110
H -7.951 1.509 2.534
N -6.781 -3.138 -2.208
C -7.479 -1.963 -2.274
C -8.562 -2.070 -1.445
C -8.515 -3.361 -0.850
C -7.404 -3.994 -1.339
H -5.942 -3.342 -2.717
H -7.146 -1.155 -2.902
H -9.305 -1.308 -1.280
H -9.216 -3.775 -0.145
H -7.006 -4.975 -1.144
N -3.102 -5.493 1.947
C -2.452 -5.767 3.117
C -3.360 -5.668 4.139
C -4.609 -5.320 3.557
C -4.415 -5.222 2.204
H -2.682 -5.485 1.032
H -1.402 -6.007 3.123
H -3.154 -5.825 5.184
H -5.542 -5.156 4.072
H -5.098 -4.978 1.407
N -8.328 -5.703 3.379
C -9.010 -4.521 3.284
C -10.119 -4.612 4.082
C -10.102 -5.899 4.686
C -8.983 -6.546 4.233
H -7.474 -5.917 2.895
H -8.649 -3.722 2.659
H -10.860 -3.842 4.220
H -10.826 -6.302 5.373
H -8.598 -7.529 4.444
N 6.503 4.591 -2.498
C 6.091 4.870 -1.230
C 6.198 6.224 -1.038
C 6.695 6.782 -2.248
C 6.871 5.744 -3.129
H 6.533 3.668 -2.906
H 5.760 4.081 -0.574
H 5.949 6.754 -0.134
H 6.899 7.821 -2.448
H 7.226 5.730 -4.146
N 3.223 7.678 -5.212
C 2.665 8.631 -6.020
C 3.488 9.726 -6.003
C 4.586 9.416 -5.152
C 4.393 8.144 -4.681
H 2.833 6.771 -5.032
H 1.737 8.450 -6.534
H 3.323 10.645 -6.539
H 5.420 10.054 -4.913
H 4.983 7.532 -4.018
*
```

Values from the calculation:
largest force on an atom: 2.2 eV/A

***

No. 2
This record from OMol25 describes a molecular structure, C45H66As7F42N9O3. The level of theory is ωB97M-V/def2-TZVPD.

The geometry in ORCA input format:
```
! wB97M-V def2-TZVPD RIJCOSX def2/J DEFGRID3
* xyz 2 1
C -6.015 -2.232 0.701
C -5.681 -0.899 1.398
O -4.643 -0.353 1.324
N -6.715 -0.343 2.388
H -6.732 0.677 2.326
H -7.666 -0.621 2.152
C -6.323 -0.626 3.853
H -5.056 -2.542 0.296
H -6.793 -1.904 0.012
H -6.348 -2.891 1.503
H -5.247 -0.749 3.937
H -6.859 -1.535 4.114
H -6.713 0.208 4.428
C 1.410 -2.580 7.330
C 1.278 -3.233 5.985
O 0.572 -2.853 5.107
N 2.213 -4.412 5.701
H 2.423 -4.869 6.590
H 1.668 -5.136 5.219
C 3.418 -3.912 4.929
H 0.786 -1.687 7.385
H 2.379 -2.085 7.446
H 1.153 -3.236 8.160
H 4.082 -4.746 4.715
H 3.964 -3.116 5.429
H 3.017 -3.523 3.997
C 0.812 -1.629 0.323
C 0.225 -0.553 1.253
O 0.251 0.626 1.068
N -0.353 -1.039 2.547
H -0.061 -2.010 2.722
H -0.067 -0.470 3.353
C -1.862 -1.052 2.587
H 0.029 -2.389 0.242
H 1.707 -2.158 0.657
H 0.957 -1.086 -0.605
H -2.253 -0.037 2.626
H -2.166 -1.567 3.496
H -2.239 -1.510 1.675
C -8.783 5.243 -7.112
N -7.858 4.640 -6.120
C -6.521 4.622 -6.408
C -5.705 4.017 -5.482
C -6.163 3.418 -4.298
C -7.516 3.602 -4.048
C -8.376 4.178 -4.975
C -5.259 2.789 -3.295
C -4.175 1.975 -3.661
C -3.231 1.627 -2.732
N -3.310 2.091 -1.486
C -4.294 2.905 -1.076
C -5.325 3.176 -1.979
C -2.242 1.831 -0.530
H -9.670 5.613 -6.603
H -9.093 4.475 -7.818
H -8.295 6.084 -7.598
H -6.232 4.920 -7.403
H -4.669 3.986 -5.799
H -7.903 3.288 -3.088
H -9.427 4.317 -4.776
H -4.201 1.550 -4.656
H -2.336 1.055 -2.941
H -4.206 3.330 -0.086
H -6.035 3.928 -1.654
H -1.360 2.452 -0.702
H -1.860 0.828 -0.708
H -2.625 2.015 0.444
C 0.342 -5.103 -3.063
N 1.512 -4.372 -3.573
C 2.613 -5.016 -4.009
C 3.746 -4.298 -4.322
C 3.751 -2.908 -4.272
C 2.636 -2.265 -3.803
C 1.511 -3.024 -3.496
C 4.993 -2.144 -4.612
C 4.879 -1.092 -5.522
C 5.962 -0.367 -5.977
N 7.173 -0.621 -5.489
C 7.356 -1.575 -4.536
C 6.302 -2.367 -4.106
C 8.339 0.193 -5.920
H -0.078 -5.738 -3.842
H -0.473 -4.445 -2.767
H 0.618 -5.703 -2.196
H 2.636 -6.094 -3.944
H 4.660 -4.771 -4.653
H 2.558 -1.219 -3.562
H 0.606 -2.572 -3.106
H 3.898 -0.953 -5.957
H 5.916 0.394 -6.742
H 8.363 -1.856 -4.265
H 6.593 -3.170 -3.439
H 9.010 -0.352 -6.581
H 8.824 0.516 -5.004
H 7.982 1.024 -6.524
C 0.504 6.586 3.632
N 1.187 5.804 2.580
C 0.829 4.526 2.447
C 1.616 3.712 1.644
C 2.786 4.204 1.062
C 3.137 5.523 1.301
C 2.308 6.331 2.017
C 3.611 3.258 0.257
C 4.315 3.656 -0.901
C 5.035 2.750 -1.662
N 5.180 1.498 -1.210
C 4.605 1.083 -0.075
C 3.833 1.948 0.674
C 6.049 0.539 -1.875
H -0.533 6.262 3.690
H 0.549 7.644 3.387
H 1.002 6.400 4.582
H 0.037 4.149 3.080
H 1.414 2.671 1.426
H 4.092 5.960 1.038
H 2.469 7.368 2.267
H 4.108 4.675 -1.200
H 5.571 2.922 -2.582
H 4.802 0.080 0.289
H 3.292 1.649 1.563
H 6.091 0.801 -2.935
H 5.573 -0.442 -1.895
H 7.038 0.493 -1.427
As -2.956 -2.243 -2.381
F -3.392 -0.910 -1.318
F -4.646 -2.645 -2.638
F -2.437 -3.525 -3.488
F -1.277 -1.770 -2.121
F -2.835 -3.330 -1.015
F -3.004 -1.195 -3.812
As 5.069 -3.417 -0.057
F 4.017 -2.380 -1.045
F 6.490 -3.185 -1.068
F 5.951 -4.557 0.875
F 3.701 -3.641 1.025
F 4.665 -4.739 -1.161
F 5.582 -2.002 0.908
As -2.944 3.367 3.394
F -1.931 4.368 4.407
F -2.136 4.016 1.983
F -4.033 2.316 2.476
F -3.741 2.856 4.877
F -4.257 4.559 3.283
F -1.739 2.077 3.534
As -3.063 -1.347 6.667
F -1.905 -2.239 7.585
F -4.298 -1.802 7.830
F -4.273 -0.417 5.788
F -1.778 -0.906 5.475
F -3.501 -2.748 5.675
F -2.744 0.130 7.607
As 1.112 1.452 -2.692
F 2.252 0.475 -1.764
F 1.397 0.494 -4.147
F -0.159 2.392 -3.479
F 0.984 2.607 -1.339
F 2.406 2.449 -3.380
F -0.187 0.429 -2.105
As 2.637 0.281 4.471
F 1.448 1.301 3.675
F 3.862 0.979 3.382
F 3.858 -0.747 5.210
F 1.399 -0.322 5.517
F 2.322 -1.065 3.355
F 3.019 1.565 5.609
As 0.358 -5.578 2.405
F -1.360 -6.034 2.323
F 0.330 -5.721 4.170
F 2.066 -5.229 2.483
F 0.280 -5.351 0.642
F -0.049 -3.866 2.506
F 0.826 -7.232 2.205
*
```

Values from the calculation:
largest force on an atom: 3.5 eV/A

***

Listing LUMO energy for the structures above in their given order: 1.6, -6.5 eV.
Listing HOMO-LUMO gap for the structures above in their given order: 5.07, 6.69 eV.